Record 1
Density functional theory data (ωB97M-V with the def2-TZVPD basis set) for a 9-piece molecular cluster, C42H68F6N11O4 overall.

Atoms and positions in Å:
1 C 3.64118 2.22850 1.17381
2 O 3.54581 1.87640 -0.27281
3 C 2.46071 2.68179 -0.89028
4 N 1.36687 1.83129 -1.51337
5 C 0.80379 0.81513 -0.78152
6 N 1.06141 0.29462 0.61539
7 C 0.15430 -0.86925 0.96869
8 C -0.83499 -0.84392 -0.33870
9 C -2.48802 -0.82250 -0.08485
10 O -3.09111 -2.01068 -0.11334
11 C -3.18749 0.64373 0.11781
12 F -2.08218 1.55389 0.60521
13 F -3.58764 1.24277 -1.21065
14 C -4.35552 0.72169 1.25716
15 F -3.83607 0.44776 2.64919
16 F -4.88479 2.13265 1.23801
17 C -5.63617 -0.27143 1.04682
18 F -5.45134 -1.63370 1.67492
19 F -6.76508 0.34379 1.84286
20 C -6.19693 -0.38923 -0.48898
21 O -5.57582 -0.97704 -1.52161
22 O -7.55082 0.17943 -0.79948
23 N -0.28775 0.01463 -1.46316
24 H 2.55714 2.24027 1.66554
25 H 4.10639 3.28558 1.36499
26 H 4.22751 1.34136 1.67875
27 H 2.91060 3.37849 -1.73023
28 H 1.92972 3.38435 -0.09531
29 H 1.07514 2.09693 -2.49975
30 H 2.01206 -0.14207 0.56703
31 H 0.85167 -1.80258 0.73682
32 H -0.30433 -0.94197 2.04465
33 H -0.66336 -1.93849 -0.78294
34 H -7.59067 1.14652 -0.53751
35 H -1.10219 0.59931 -1.76378
36 C -1.09198 -4.94369 -4.90487
37 C -1.87172 -4.23126 -3.80428
38 C -1.47542 -2.76156 -3.65029
39 C -0.00196 -2.66208 -3.29024
40 N 1.22029 -2.57951 -2.99156
41 H -0.01916 -4.96856 -4.68904
42 H -1.42810 -5.98130 -4.99801
43 H -1.23815 -4.44957 -5.87219
44 H -1.71215 -4.76082 -2.85702
45 H -2.94194 -4.29169 -4.03079
46 H -2.07105 -2.29280 -2.85992
47 H -1.65668 -2.21455 -4.58184
48 C 2.91961 7.61318 -2.86549
49 C 1.95112 7.56405 -1.68801
50 C 2.66126 7.44362 -0.33820
51 C 3.47700 6.16156 -0.29975
52 N 4.15368 5.09807 -0.26780
53 H 3.50730 6.69309 -2.94424
54 H 2.36990 7.72820 -3.80511
55 H 3.61160 8.45766 -2.76947
56 H 1.26802 6.71696 -1.82588
57 H 1.34081 8.47390 -1.69160
58 H 1.92572 7.42616 0.47290
59 H 3.32597 8.29893 -0.17550
60 C -8.54949 -2.58872 2.31193
61 C -7.91822 -3.76439 3.05096
62 C -8.95156 -4.65899 3.73846
63 C -9.72839 -3.85084 4.76513
64 N -10.37280 -3.18051 5.61678
65 H -9.08164 -1.91999 2.99586
66 H -7.77720 -1.99462 1.81303
67 H -9.25644 -2.93772 1.55059
68 H -7.20898 -3.37728 3.79279
69 H -7.34274 -4.36483 2.33778
70 H -8.45093 -5.49297 4.24150
71 H -9.64961 -5.07512 3.00401
72 C 6.23825 3.30101 6.20790
73 C 4.99009 3.72495 5.44030
74 C 3.86994 2.68483 5.50500
75 C 4.34751 1.37724 4.89446
76 N 4.74361 0.29257 4.38802
77 H 6.68140 2.39212 5.78876
78 H 6.99982 4.08576 6.15810
79 H 6.00639 3.11707 7.26319
80 H 5.26354 3.91266 4.39474
81 H 4.62384 4.67170 5.85242
82 H 2.99430 3.04103 4.95220
83 H 3.56773 2.50891 6.54306
84 C 4.84641 1.36586 -5.71028
85 C 3.87717 1.04100 -4.57807
86 C 2.52916 0.51979 -5.08005
87 C 1.86306 1.57328 -5.95016
88 N 1.31048 2.44713 -6.67192
89 H 4.46389 2.16496 -6.35314
90 H 5.80424 1.70672 -5.30448
91 H 5.03402 0.48281 -6.33176
92 H 3.72513 1.94246 -3.97188
93 H 4.33217 0.28729 -3.92599
94 H 1.87627 0.28894 -4.23173
95 H 2.66441 -0.39713 -5.66385
96 C 0.98299 -5.48781 1.80220
97 C 1.09354 -5.52459 3.32315
98 C 0.83151 -4.16394 3.97178
99 C 1.85144 -3.15279 3.47385
100 N 2.69748 -2.31400 3.06084
101 H 1.73029 -4.82235 1.35851
102 H 1.14923 -6.48605 1.38486
103 H -0.01094 -5.14828 1.48907
104 H 2.09402 -5.88098 3.59741
105 H 0.37394 -6.25225 3.71430
106 H 0.90889 -4.24600 5.06103
107 H -0.17599 -3.80943 3.72865
108 C 3.83825 8.62732 6.79123
109 C 2.59009 9.05126 6.02363
110 C 1.46994 8.01114 6.08833
111 C 1.94751 6.70355 5.47779
112 N 2.34361 5.61887 4.97134
113 H 4.28140 7.71843 6.37209
114 H 4.59982 9.41207 6.74143
115 H 3.60639 8.44338 7.84652
116 H 2.86354 9.23897 4.97807
117 H 2.22384 9.99801 6.43575
118 H 0.59430 8.36733 5.53553
119 H 1.16773 7.83522 7.12639
120 C -2.86021 -9.03589 -8.09040
121 C -1.56373 -9.83959 -8.08381
122 C -0.70268 -9.56965 -6.84830
123 C -0.31766 -8.09988 -6.80190
124 N 0.00176 -6.88070 -6.76338
125 H -2.66796 -7.95867 -8.11830
126 H -3.45540 -9.28205 -8.97553
127 H -3.46296 -9.25610 -7.20190
128 H -0.99564 -9.60357 -8.99198
129 H -1.80708 -10.90705 -8.12439
130 H 0.20680 -10.17855 -6.88403
131 H -1.24885 -9.82831 -5.93471

## Properties
**HOMO-LUMO gap**: 7.955 eV
**Max |F|**: 0.1977 Eh/bohr
**HOMO level**: -12.2998 eV
**LUMO**: -4.3 eV
**E_tot**: -85520.3294 eV
**Net charge**: +1

---

Record 2
Density functional theory data (ωB97M-V with the def2-TZVPD basis set) for a 6-piece molecular cluster, C42H70IN4O7SSi overall.

Atoms and positions in Å:
1 C 2.86663 -2.22318 3.62618
2 C 2.14669 -1.00162 3.86903
3 C 2.14434 0.16203 2.77615
4 C 1.09706 1.29630 3.11844
5 O -0.02306 0.54211 3.63188
6 C 0.39554 2.10786 1.90360
7 I 1.57568 2.57774 0.14725
8 C -0.76481 1.16868 1.35029
9 C -0.40986 0.00599 0.47049
10 C -1.52482 -0.85917 0.02175
11 C -2.88113 -0.49172 0.47200
12 N -3.24439 0.57840 1.24009
13 C -2.19086 1.35477 1.65092
14 C -0.05719 3.34880 2.78086
15 C -1.13380 4.43598 2.38568
16 C -0.27832 5.67961 1.84275
17 N -0.52905 6.30693 0.76169
18 N 0.50668 3.51467 3.96060
19 C 0.21475 4.56959 4.96815
20 C -1.10468 4.08360 5.75894
21 O -1.22042 2.65665 5.61605
22 Si -2.81129 2.06992 5.92497
23 C -3.25851 2.08954 7.78872
24 C -2.77876 0.20819 5.43219
25 C -4.17886 2.86394 4.87223
26 C 1.53124 2.43063 4.13183
27 S 3.03702 3.32315 3.41537
28 C 1.96455 2.01149 5.59431
29 C 3.42945 1.38740 5.70993
30 C 4.50945 2.36551 6.34597
31 C 5.79066 2.60967 5.44943
32 N 6.34680 1.39984 4.84339
33 C 7.13078 0.38222 5.45084
34 C 7.51462 -0.68241 4.51228
35 C 6.93067 -0.27282 3.17935
36 C 6.27358 0.98688 3.49529
37 H 3.96647 -2.20960 3.84769
38 H 2.28779 -3.11997 3.28701
39 H 1.63588 -0.91872 4.86388
40 H 3.21658 0.53332 2.74035
41 H 1.95241 -0.35144 1.80198
42 H -0.11709 0.65609 4.59561
43 H 0.63109 -0.22817 0.15003
44 H -1.31529 -1.76102 -0.61143
45 H -3.71383 -1.17231 0.13802
46 H -2.44747 2.23175 2.31138
47 H -1.78907 4.10223 1.53912
48 H -1.80419 4.71080 3.24093
49 H 0.63928 6.00856 2.41918
50 H -1.36708 5.89701 0.32504
51 H 0.07896 5.58106 4.49879
52 H 1.03171 4.66973 5.72732
53 H -1.01494 4.30007 6.86820
54 H -2.04375 4.56629 5.36988
55 H -2.27901 1.97925 8.34402
56 H -3.81059 3.03232 8.04624
57 H -3.91980 1.20486 7.99794
58 H -2.87612 0.10791 4.30478
59 H -1.82822 -0.29583 5.77832
60 H -3.69884 -0.30152 5.84876
61 H -3.87954 3.04477 3.79618
62 H -5.03165 2.11535 4.81992
63 H -4.63248 3.79978 5.31189
64 H 4.03188 2.40321 3.20484
65 H 1.93525 2.86617 6.33463
66 H 1.25124 1.23682 6.01812
67 H 3.33456 0.51915 6.43247
68 H 3.81074 0.94146 4.75356
69 H 4.06291 3.38148 6.58062
70 H 4.87784 1.92127 7.31808
71 H 6.59158 3.01646 6.14285
72 H 5.61955 3.41640 4.68791
73 H 7.40211 0.43656 6.53312
74 H 8.12072 -1.59812 4.71105
75 H 6.98540 -0.75613 2.17405
76 H 5.77110 1.50615 2.63448
77 C -3.30346 1.07149 -4.31365
78 C -3.76218 0.47590 -3.00943
79 O -3.28992 -0.56122 -2.58689
80 C -4.83082 1.21710 -2.24766
81 H -2.53444 0.43437 -4.75225
82 H -4.14278 1.13491 -5.00873
83 H -2.88042 2.06332 -4.14077
84 H -5.73706 1.28734 -2.85206
85 H -4.47532 2.21531 -1.98460
86 H -5.06354 0.67575 -1.32979
87 C -1.16299 -2.68247 -6.31222
88 C -1.03125 -1.52431 -7.26706
89 O -1.81708 -0.59664 -7.24590
90 C 0.11073 -1.56468 -8.24468
91 H -2.02845 -2.52116 -5.66622
92 H -1.30915 -3.60923 -6.86972
93 H -0.26943 -2.75533 -5.68969
94 H 0.01951 -2.44224 -8.88474
95 H 1.05878 -1.58926 -7.70603
96 H 0.08514 -0.67012 -8.86929
97 C 3.36705 -5.68714 -7.41718
98 C 2.45734 -4.94555 -8.36130
99 O 1.59640 -4.19772 -7.94794
100 C 2.65929 -5.16967 -9.83807
101 H 3.10697 -5.43010 -6.38945
102 H 3.24417 -6.76359 -7.55104
103 H 4.40514 -5.40116 -7.59908
104 H 2.50526 -6.22317 -10.07903
105 H 3.66566 -4.86073 -10.12704
106 H 1.93645 -4.57370 -10.39657
107 C -0.80110 -5.57362 -3.13070
108 C 0.53532 -5.00151 -3.52784
109 O 0.97696 -5.14905 -4.64635
110 C 1.30126 -4.23717 -2.47719
111 H -1.23790 -6.09556 -3.98252
112 H -0.67322 -6.28470 -2.31210
113 H -1.47565 -4.76938 -2.82907
114 H 1.52218 -4.88909 -1.62968
115 H 0.71917 -3.37392 -2.14706
116 H 2.24180 -3.88364 -2.90143
117 C -5.14141 -1.87107 -7.05003
118 C -6.04420 -1.71315 -8.24576
119 O -7.23747 -1.54027 -8.11705
120 C -5.40349 -1.77844 -9.60834
121 H -5.73552 -1.80328 -6.13739
122 H -4.65349 -2.84752 -7.07859
123 H -4.39253 -1.07589 -7.04166
124 H -4.92699 -2.75063 -9.74929
125 H -4.66649 -0.97947 -9.71144
126 H -6.16922 -1.64963 -10.37404

## Properties
**HOMO-LUMO gap**: 5.352 eV
**Max |F|**: 0.0851 Eh/bohr
**HOMO level**: -9.6061 eV
**LUMO**: -4.3 eV
**E_tot**: -91781.4596 eV
**Net charge**: +1